Formula: C8H7N3
Source: the OMol25 dataset
Level of theory: the ωB97M-V functional and the def2-TZVPD basis

## Properties
Kohn-Sham gap (alpha / beta) ... 8.17 / 8.17 eV
HOMO level (alpha / beta) ... -0.31933 / -0.31922 Ha
LUMO energy (alpha / beta) ... -0.51 / -0.51 eV
SMILES ... Cc1nnc2n1C=C=CC=C2
Spin multiplicity ... 1
Energy relative to the best compared isomer or geometry (same formula, charge and spin) ... 506.9 kJ/mol

Each line ends with the Löwdin charge.
Positions of all 18 atoms, in Å:
C -2.76 0.36 -0.56  -0.05
C -0.35 -1.41 0.00  -0.26
C 1.65 -0.48 -0.11  -0.34
C -1.58 1.02 0.01  0.09
C -0.26 1.05 0.48  -0.01
C -1.78 -1.69 0.32  0.02
C -2.91 -0.94 0.10  -0.10
C 2.77 0.44 -0.21  0.00
N 0.55 -2.36 -0.07  0.06
N 1.75 -1.79 -0.16  0.05
N 0.32 -0.20 -0.01  0.02
H -3.53 0.71 -1.24  0.09
H 0.34 1.88 0.70  0.08
H -2.02 -2.59 0.68  0.06
H -3.75 -1.45 0.46  0.08
H 2.51 1.47 -0.31  0.08
H 3.31 0.47 0.63  0.05
H 3.38 0.18 -1.02  0.08

Formula: C8H7N3O3S
Source: the OMol25 dataset
Level of theory: the ωB97M-V functional and the def2-TZVPD basis

## Properties
Kohn-Sham gap ... 10.32 eV
HOMO level ... -0.35336 Ha
LUMO energy ... 0.70 eV
SMILES ... O=S(=O)(Oc1ccccc1)n1nccn1
Spin multiplicity ... 1
Energy relative to the best compared isomer or geometry (same formula, charge and spin) ... 303.7 kJ/mol

Each line ends with the Löwdin charge.
Positions of all 22 atoms, in Å:
C -2.17 -1.00 -0.24  -0.09
C -1.28 -0.93 -1.24  -0.08
C -1.76 -1.72 0.90  -0.08
C 0.08 -1.09 -0.95  -0.04
C -0.46 -1.96 1.17  -0.02
C 2.04 2.47 0.43  -0.12
C 3.44 2.58 0.29  -0.13
C 0.52 -1.50 0.27  -0.29
N 1.72 1.18 0.35  0.06
N 3.93 1.35 0.03  0.07
N 2.86 0.56 0.11  -0.23
O 4.30 -1.58 0.40  -0.22
O 2.96 -1.52 -1.61  -0.21
O 1.85 -1.69 0.66  -0.13
S 3.06 -1.26 -0.25  0.70
H -3.15 -0.76 -0.48  0.09
H -1.69 -0.66 -2.19  0.10
H -2.60 -2.03 1.61  0.14
H 0.87 -0.93 -1.81  0.14
H -0.31 -2.48 2.11  0.13
H 1.24 3.26 0.61  0.12
H 4.00 3.50 0.35  0.10

> Which value of energy relative to the best compared isomer or geometry (same formula, charge and spin) does entry 1 give?

506.9 kJ/mol